{
  "formula": "C12H19NP",
  "method": "the ωB97M-V functional and the def2-TZVPD basis",
  "elements": ["C", "C", "C", "C", "C", "C", "C", "C", "C", "C", "C", "C", "N", "P", "H", "H", "H", "H", "H", "H", "H", "H", "H", "H", "H", "H", "H", "H", "H", "H", "H", "H", "H"],
  "positions_angstrom": [[-3.394295, -0.676235, 2.313971], [-3.549281, -0.066140, 1.047432], [-2.235737, -0.531058, 3.012800], [-2.515898, 0.512873, 0.348845], [-1.178178, 0.110986, 2.323950], [-1.238033, 0.492877, 0.970720], [1.005920, 3.496301, 1.609804], [1.903379, -2.985496, -2.303920], [0.078776, 1.785862, -2.798788], [2.415339, -2.001387, -1.239994], [1.134083, -1.032644, -0.806679], [1.429585, 0.024245, 0.207253], [0.770513, 2.307420, 1.392108], [0.104610, 1.291005, 0.194448], [-4.264523, -1.200561, 2.682553], [-4.553502, -0.295718, 0.602590], [-2.095013, -0.851571, 3.971306], [-2.786183, 1.034126, -0.550585], [-0.261181, 0.408014, 2.827919], [1.237611, 3.876049, 2.609844], [1.144051, 4.279765, 0.827383], [0.946734, -2.694911, -2.532224], [1.869067, -4.142744, -2.049111], [2.551068, -2.934294, -3.187765], [-0.790256, 2.438045, -2.625558], [0.094551, 1.046219, -3.499114], [0.952141, 2.191489, -2.279237], [3.268323, -1.329246, -1.501843], [2.815074, -2.518227, -0.349231], [0.779994, -0.679268, -1.803557], [0.336425, -1.667180, -0.442276], [2.211593, 0.696561, -0.225018], [1.813246, -0.385158, 1.251978]],
  "forces_ev_per_a": [[-0.87, 0.42, -1.18], [-1.52, -1.86, 0.09], [1.33, 1.57, -2.98], [0.03, -0.29, 1.04], [0.43, -0.10, 0.07], [-2.77, 0.87, 0.83], [1.17, 2.42, -0.44], [2.87, -2.36, 0.57], [-0.33, 3.23, 3.65], [-0.93, 1.06, 1.77], [1.55, -2.22, -1.49], [1.66, 1.02, 0.17], [-1.59, -1.67, -0.42], [1.96, -0.45, 0.65], [0.11, -0.02, 0.35], [1.10, 0.92, 0.11], [0.27, -0.79, 2.39], [0.53, -0.09, -0.58], [-0.07, -0.57, 0.21], [-0.02, -0.42, 0.08], [-0.53, -0.51, 0.22], [-2.36, 0.42, -1.00], [0.16, 2.54, 0.01], [-0.37, 0.02, 0.02], [0.28, -0.61, -0.50], [0.07, -2.03, -1.53], [0.02, -0.41, -0.84], [-0.79, -0.50, -0.46], [-0.46, 0.12, -0.19], [0.18, 0.35, 0.84], [-0.17, -0.40, 0.11], [0.25, -0.72, 0.52], [-1.20, 1.05, -2.07]],
  "orbital_gap_ha": [0.2369, 0.3111],
  "largest_force_ev_per_a": 4.881,
  "charge": 1,
  "e_above_lowest_kj_mol": 507.1,
  "spin_multiplicity": 1
}